(1)
Computed, not measured: a cluster of 2 separate species, C9H14 in total at a distorted geometry, with ωB97M-V/def2-TZVPD.

Positions of all 23 atoms, in Å:
C: 0.68157 -2.25357 -1.76683
C: -1.41055 0.44219 0.04704
C: -2.53463 -0.21395 0.43076
C: -0.39032 -0.18666 -0.62350
C: -0.45160 -1.57887 -1.01485
C: -2.71958 -1.54171 -0.00699
C: -1.70781 -2.29738 -0.69424
H: -1.34705 1.53253 0.23414
H: -3.36357 0.23987 1.00594
H: 0.46529 0.53557 -0.81299
H: -3.46270 -2.18378 0.29290
H: 0.54950 -3.35162 -1.86540
H: 1.57667 -1.95547 -1.13435
H: -1.99738 -3.28135 -0.96197
H: 0.74752 -1.99025 -2.78649
C: 1.17233 2.07474 1.46454
C: 2.65662 2.46418 0.91412
H: 0.60779 1.58883 0.68528
H: 1.29627 1.46760 2.33990
H: 0.62275 2.98058 1.78424
H: 2.85932 1.93440 -0.02224
H: 2.84305 3.51644 0.75725
H: 3.30651 2.05770 1.73373

F_max ... 4.9 eV Å⁻¹
E_HOMO ... -8.90 eV
SMILES string ... Cc1ccccc1.CC
Spin multiplicity ... 1
ΔE to the lowest compared entry with this formula, charge and spin ... 35.4 kcal/mol
HOMO-LUMO gap ... 9.9 eV

(2)
Computed, not measured: an isolated molecule of C5H11NO at a distorted geometry, with ωB97M-V/def2-TZVPD.

Positions of all 18 atoms, in Å:
C: 1.55716 0.24456 0.24903
N: 0.49051 -0.58965 -0.30585
C: 0.41303 -1.89503 0.35393
C: -1.19069 0.91114 0.78714
C: -0.79167 0.12362 -0.44487
C: -0.70491 1.01927 -1.68572
O: -0.50858 2.19395 -1.55733
H: 1.60984 0.35527 1.31264
H: 2.55544 -0.12809 -0.10087
H: 1.68263 1.20398 -0.27437
H: 0.79568 -2.59784 -0.41546
H: -0.59318 -2.02424 0.80194
H: 1.18264 -2.04677 1.11512
H: -2.24708 1.36190 0.60570
H: -0.65952 1.82771 0.99222
H: -1.09443 0.26377 1.64634
H: -1.58948 -0.64487 -0.51673
H: -0.90739 0.42133 -2.56286

F_max ... 2.9 eV Å⁻¹
E_HOMO ... -8.55 eV
SMILES string ... C[C@@H](C=O)N(C)C
Spin multiplicity ... 1
ΔE to the lowest compared entry with this formula, charge and spin ... 57.0 kcal/mol
HOMO-LUMO gap ... 9.5 eV

(3)
Computed, not measured: a cluster of 9 separate species, C13H31ClF10O12S in total at a distorted geometry, with ωB97M-V/def2-TZVPD.

Positions of all 68 atoms, in Å:
C: 3.38108 2.37871 2.42069
C: 4.19851 1.73825 1.10948
Cl: 5.50789 3.03904 0.69894
C: 3.16774 1.53271 -0.15931
C: 2.87709 -0.02927 -0.56085
C: 4.30584 -0.73655 -0.98415
O: 2.23951 0.13463 -1.90975
C: 1.10712 -0.80121 -1.99264
O: 0.21730 -0.96353 -2.97655
O: 1.12556 -1.59075 -0.74654
C: 1.81382 -0.91284 0.38026
C: 0.87486 -0.00788 1.42881
C: -0.37903 -0.82729 2.06813
C: -1.80747 -0.71279 1.22775
F: -2.82248 -1.25435 2.20779
F: -1.71078 -1.78559 0.16746
C: -2.14089 0.75835 0.63441
F: -1.34176 0.89547 -0.64250
F: -1.73610 1.79426 1.65740
S: -3.90229 1.12948 0.17381
F: -4.31956 -0.48737 -0.17208
F: -3.40782 1.35532 -1.48704
F: -3.54362 2.82281 0.42275
F: -4.49078 1.09660 1.77634
F: -5.48628 1.57935 -0.32992
C: 2.60171 -1.98230 1.39664
C: 2.55125 -3.53546 0.86811
O: 2.23690 -4.49872 1.77842
F: 2.85984 -4.01439 -0.49884
H: 3.97229 3.28685 2.88358
H: 3.23092 1.48034 3.16286
H: 2.28978 2.74113 2.12039
H: 4.81011 0.77645 1.39550
H: 2.19290 2.18916 -0.00600
H: 3.71717 2.01889 -1.10100
H: 4.86093 -0.20073 -1.87610
H: 5.04792 -0.84039 -0.05486
H: 4.05864 -1.86398 -1.28892
H: 1.61582 0.22150 2.33821
H: 0.61684 1.05267 0.98253
H: -0.56263 -0.57068 3.21946
H: -0.11116 -1.98980 2.06077
H: 3.73596 -1.65999 1.58292
H: 2.11815 -1.99165 2.48808
O: -0.60468 -0.02727 5.47602
H: 0.04419 -0.57201 5.94640
H: -1.19836 0.28546 6.17511
O: -2.59008 -2.12497 -4.32346
H: -2.91741 -1.22596 -4.16960
H: -1.65137 -2.07566 -4.08812
O: 1.59093 4.17630 4.32753
H: 0.86752 4.26878 3.68944
H: 1.18270 4.39833 5.17785
O: -0.60468 0.97922 -5.10477
H: 0.04419 0.43449 -4.63438
H: -1.19836 1.29196 -4.40567
O: -3.12822 0.88613 4.40890
H: -2.21113 1.09947 4.17985
H: -3.61950 1.05758 3.59144
O: -0.21661 -4.48849 -4.73023
H: -0.88052 -3.81295 -4.52549
H: -0.66172 -5.06895 -5.36578
O: -3.19008 0.15291 -7.02131
H: -3.51741 1.05192 -6.86745
H: -2.25137 0.20221 -6.78597
O: -6.56058 -0.26517 -2.23481
H: -6.31883 -0.76143 -3.03125
H: -5.97943 -0.62637 -1.54867

F_max ... 10.0 eV Å⁻¹
E_HOMO ... -10.92 eV
SMILES string ... C[C@H](Cl)C[C@]1(C)OC(=O)O[C@@]1(CCC(F)(F)C(F)(F)S(F)(F)(F)(F)F)CC(=O)F.O.O.O.O.O.O.O.O
Spin multiplicity ... 1
HOMO-LUMO gap ... 8.0 eV

(4)
Computed, not measured: a cluster of 7 separate species, C35H35Cl2F5O3 in total at a distorted geometry, with ωB97M-V/def2-TZVPD.

Positions of all 80 atoms, in Å:
C: 0.32215 0.28258 1.59735
Cl: -0.85880 0.69395 2.84438
Cl: 1.19642 1.58597 0.72053
H: 1.08654 -0.32170 2.08587
H: -0.09024 -0.46060 0.91491
C: -1.56626 -2.57808 -5.15845
C: -1.31710 -2.35384 -3.64136
O: -0.36533 -1.32693 -3.49726
C: 0.05399 -0.94250 -2.26068
O: -0.15048 -1.55757 -1.24112
O: 0.74895 0.18608 -2.34553
C: 1.09402 0.90003 -3.47119
H: -2.54736 -3.01001 -5.35588
H: -0.82928 -3.21126 -5.65246
H: -1.59973 -1.68128 -5.77710
H: -1.12514 -3.33035 -3.19675
H: -2.24979 -1.95217 -3.24531
H: 0.35905 1.63767 -3.79335
H: 1.07800 0.31996 -4.39388
H: 2.01318 1.45503 -3.28349
F: 4.52756 0.09558 1.14609
C: 5.04649 0.60131 -0.01650
C: 5.92059 -0.23487 -0.68766
C: 6.28523 -0.01750 -2.01902
C: 5.81818 1.12323 -2.64159
C: 4.90635 1.98992 -2.00294
C: 4.59162 1.73460 -0.67193
H: 6.09847 -1.11175 -0.08282
H: 7.04126 -0.64771 -2.46361
H: 5.94600 1.28804 -3.70126
H: 4.53759 2.88725 -2.47749
H: 3.76833 2.26487 -0.21650
F: -3.85117 0.75481 0.92492
C: -3.89034 0.77775 -0.43906
C: -5.15146 0.60278 -0.93548
C: -5.30535 0.58592 -2.32471
C: -4.29163 1.03904 -3.15689
C: -3.02360 1.31928 -2.61516
C: -2.77956 1.11235 -1.24799
H: -5.97072 0.34479 -0.28076
H: -6.27500 0.37973 -2.75327
H: -4.50989 1.15172 -4.20859
H: -2.24527 1.65955 -3.28211
H: -1.80721 1.28211 -0.80971
F: -3.05636 5.96832 -2.90853
C: -2.65584 5.08665 -1.94446
C: -3.63217 4.59619 -1.07161
C: -3.21393 3.88120 0.11823
C: -1.84264 3.76038 0.31392
C: -0.86908 4.18373 -0.61256
C: -1.29283 4.88381 -1.73608
H: -4.63862 4.79749 -1.40766
H: -3.90900 3.49200 0.84748
H: -1.54928 3.20024 1.18946
H: 0.16420 3.97448 -0.37812
H: -0.48768 5.27310 -2.34155
F: 1.96520 -5.20685 2.69784
C: 2.81875 -4.72604 1.82995
C: 3.79472 -5.53812 1.26818
C: 4.67328 -5.04999 0.28529
C: 4.54756 -3.73568 -0.14711
C: 3.68796 -2.84677 0.53673
C: 2.82323 -3.35219 1.49716
H: 3.78643 -6.59210 1.50367
H: 5.40302 -5.76488 -0.06516
H: 5.25935 -3.38747 -0.88094
H: 3.56801 -1.80928 0.26176
H: 2.03605 -2.75819 1.93752
F: -0.23173 -0.36809 8.72534
C: -1.30837 -0.56176 7.90690
C: -2.57002 -0.40467 8.41615
C: -3.60229 -0.61684 7.47456
C: -3.41752 -0.74879 6.12939
C: -2.16826 -0.76085 5.59697
C: -1.09921 -0.80754 6.53730
H: -2.60074 -0.27014 9.48729
H: -4.62978 -0.54517 7.79941
H: -4.30314 -0.87807 5.52493
H: -2.00684 -0.76309 4.52910
H: -0.08171 -0.92283 6.19406

F_max ... 3.3 eV Å⁻¹
E_HOMO ... -9.05 eV
SMILES string ... CCOC(=O)OC.Fc1ccccc1.Fc1ccccc1.Fc1ccccc1.Fc1ccccc1.Fc1ccccc1.ClCCl
Spin multiplicity ... 1
HOMO-LUMO gap ... 9.5 eV

(5)
Computed, not measured: a structure of composition C26H40AsN2O2PSTi at a distorted geometry, with ωB97M-V/def2-TZVPD.

Positions of all 74 atoms, in Å:
Ti: 0.72305 0.87476 0.07331
O: 1.07560 2.51255 0.94605
C: 2.22382 2.95895 1.42948
C: 2.20250 3.92524 2.44175
C: 3.37742 4.44436 2.94199
C: 4.61432 4.02767 2.44898
C: 4.64994 3.07775 1.45408
C: 3.47490 2.51969 0.92727
C: 3.61944 1.55900 -0.14617
N: 2.64524 0.91110 -0.67119
N: 2.88534 0.12537 -1.79052
C: 1.76512 -0.39070 -2.20178
O: 0.61978 -0.21738 -1.60052
C: 1.76514 -1.17984 -3.45737
C: 0.55970 -1.43348 -4.10233
C: 0.53955 -2.16448 -5.28067
C: 1.72236 -2.66161 -5.80785
C: 2.92764 -2.41373 -5.16277
C: 2.95260 -1.66948 -3.99528
H: 1.24032 4.23926 2.82310
H: 3.33605 5.18759 3.72856
H: 5.53101 4.44330 2.84340
H: 5.60179 2.73828 1.06242
H: 4.60820 1.40140 -0.57403
H: -0.35786 -1.05896 -3.66822
H: -0.39973 -2.34898 -5.78591
H: 1.70573 -3.24889 -6.71699
H: 3.85004 -2.80658 -5.57036
H: 3.88204 -1.47043 -3.48031
C: -2.87660 0.69903 2.14932
C: -3.02832 1.48697 0.84100
C: -2.69355 2.95868 1.10113
P: -1.85924 0.77762 -0.38816
C: -2.03786 1.74367 -1.97011
C: -1.10295 2.95588 -1.99947
C: -3.46269 2.14493 -2.34740
C: -2.52332 -0.88362 -0.89154
C: -4.03414 -1.05000 -0.71531
C: -1.78804 -2.02369 -0.18470
H: -3.53142 1.12307 2.91327
H: -1.84642 0.74696 2.50742
H: -3.13076 -0.35517 2.03573
H: -4.04883 1.39129 0.46489
H: -1.62638 3.08701 1.30077
H: -3.24023 3.30777 1.97936
H: -2.96379 3.60396 0.26595
H: -1.66509 1.03667 -2.71791
H: -1.38438 3.71291 -1.26783
H: -1.12610 3.41996 -2.98759
H: -0.06203 2.68260 -1.80352
H: -3.91613 2.78994 -1.59332
H: -4.10873 1.27946 -2.48696
H: -3.45377 2.69679 -3.29003
H: -2.27797 -0.93954 -1.95606
H: -4.30135 -1.11547 0.34001
H: -4.34482 -1.98334 -1.18877
H: -4.61799 -0.24571 -1.16047
H: -1.91531 -1.97749 0.89733
H: -0.71749 -1.99970 -0.37687
H: -2.18334 -2.98215 -0.53073
C: 2.12835 -3.82623 3.00940
As: 0.23535 -3.34004 2.83467
C: -0.47709 -5.08448 3.41322
C: 0.06493 -2.46971 4.58722
S: 0.89704 -0.37392 1.70882
H: 2.30808 -4.31952 3.96553
H: 2.73599 -2.92362 2.94973
H: 2.41220 -4.49533 2.19792
H: 0.03083 -5.45086 4.30708
H: -0.35977 -5.81443 2.61214
H: -1.54083 -4.98136 3.63115
H: 0.36148 -3.15096 5.38559
H: -0.96760 -2.15644 4.74227
H: 0.69903 -1.58413 4.60768

F_max ... 1.7 eV Å⁻¹
E_HOMO ... -7.57 eV
Spin multiplicity ... 1
ΔE to the lowest compared entry with this formula, charge and spin ... 2.9 kcal/mol
HOMO-LUMO gap ... 7.3 eV